[1]
Computed, not measured: a structure of composition C48H57N3O5PW, with ωB97M-V/def2-TZVPD.

Geometry as ORCA input:
```
! RIJCOSX wB97M-V def2-TZVPD def2/J DEFGRID3
* xyz 1 3
W -0.17226 -0.22617 -0.02715
C -4.88886 -1.80443 2.35531
C -4.14075 -1.94895 1.02271
C -3.84062 -0.56769 0.44942
C -3.02500 -2.98836 1.15686
C -3.49696 -4.29956 1.09596
C -2.66348 -5.38587 1.25622
C -1.32834 -5.16403 1.53850
C -0.80595 -3.87823 1.63518
C 0.64963 -3.78566 2.07139
C 0.87045 -3.03029 3.38355
C 1.52988 -3.21874 0.97616
C -1.65165 -2.78571 1.37011
N -1.14665 -1.42113 1.43817
C -1.49312 -0.85475 2.65005
O -1.89702 -1.43421 3.63314
C -1.38978 0.63392 2.64226
C -1.60436 1.46564 3.72360
C -1.50414 2.83775 3.52105
C -1.18324 3.33406 2.26292
C -0.98097 2.42941 1.23959
N -1.11043 1.12315 1.44053
C -0.59838 2.75323 -0.16827
O -0.45843 3.89478 -0.54392
N -0.46604 1.61210 -0.92912
C -0.63191 1.86103 -2.34618
C -1.93723 2.05941 -2.83329
C -2.09810 2.29402 -4.19187
C -1.00809 2.33657 -5.04661
C 0.26896 2.19784 -4.53795
C 0.48383 1.98938 -3.17641
C 1.89990 2.04760 -2.64367
C 2.40922 3.49135 -2.74286
C 2.84578 1.08714 -3.36171
C -3.15779 2.10594 -1.92823
C -4.34014 1.29373 -2.45990
C -3.59867 3.56337 -1.72592
H -5.76072 -1.16013 2.22730
H -4.24342 -1.37140 3.11965
H -5.23070 -2.77234 2.72085
H -4.84394 -2.40726 0.32001
H -3.40984 0.10888 1.18563
H -4.78037 -0.11821 0.12582
H -3.17627 -0.59766 -0.41644
H -4.55318 -4.45982 0.91264
H -3.05191 -6.39355 1.19126
H -0.67269 -6.00755 1.71729
H 0.95888 -4.81801 2.24788
H 0.74130 -1.95536 3.25805
H 1.89159 -3.19760 3.73290
H 0.17535 -3.35624 4.15585
H 1.09690 -2.25435 0.70889
H 1.57381 -3.85373 0.09317
H 2.54192 -3.04771 1.33635
H -1.85142 1.03243 4.68286
H -1.67139 3.51933 4.34446
H -1.08503 4.39189 2.06146
H -3.09080 2.45426 -4.59280
H -1.15501 2.51136 -6.10456
H 1.11920 2.29194 -5.20090
H 1.87269 1.80349 -1.58451
H 2.46511 3.80964 -3.78580
H 3.40769 3.56779 -2.31004
H 1.74491 4.17306 -2.21031
H 2.95834 1.36574 -4.41027
H 2.48806 0.05767 -3.31661
H 3.83739 1.11344 -2.90628
H -2.88683 1.68818 -0.95604
H -4.69124 1.67626 -3.41869
H -5.17592 1.36340 -1.76220
H -4.10489 0.23522 -2.58495
H -3.94120 3.98239 -2.67426
H -2.78443 4.18759 -1.36197
H -4.42884 3.61484 -1.01834
O 1.43218 0.44901 1.32515
C 2.82713 0.35381 0.90249
C 2.76110 -0.46046 -0.40091
O 3.73889 -0.89267 -0.93448
O 1.53331 -0.60978 -0.91857
C 3.38323 1.74881 0.63133
C 2.66111 2.89530 0.92678
C 3.23277 4.14890 0.74566
C 4.52952 4.25744 0.27387
C 5.25199 3.10917 -0.02795
C 4.68518 1.85819 0.14829
C 3.61532 -0.29399 2.03713
C 3.48299 0.29812 3.29483
C 4.12965 -0.23102 4.39832
C 4.94974 -1.34136 4.24840
C 5.11871 -1.90500 2.99436
C 4.45420 -1.38848 1.88814
H 1.38210 0.52181 2.28903
H 1.64933 2.82899 1.30268
H 2.65273 5.03485 0.96820
H 4.97765 5.23219 0.13467
H 6.26498 3.18820 -0.39978
H 5.25273 0.96528 -0.08016
H 2.90635 1.21310 3.41150
H 4.01359 0.23545 5.36740
H 5.46888 -1.75170 5.10404
H 5.77337 -2.75718 2.86791
H 4.60604 -1.83156 0.91511
C -2.17013 -3.01839 -1.83305
P -0.89940 -1.73728 -2.02477
C -1.40551 -0.97620 -3.58806
C 0.52434 -2.73694 -2.54983
H -2.27647 -3.51734 -2.79782
H -3.12850 -2.58426 -1.55472
H -1.87913 -3.75044 -1.08270
H -1.50597 -1.77926 -4.32033
H -0.67003 -0.25529 -3.93893
H -2.36280 -0.47551 -3.47753
H 1.34976 -2.10193 -2.86006
H 0.20630 -3.36775 -3.38068
H 0.86037 -3.37031 -1.73197
*
```

Its HOMO-LUMO gap (spin up / spin down) is 7.12 / 7.39 eV. The expectation value of S² is 2.01. The highest occupied orbital energy (spin up / spin down) is -10.64 / -11.19 eV. The calculation puts the energy above the lowest of the compared OMol25 structures with the same formula, charge and spin at 32.1 kJ/mol.

=====

[2]
Computed, not measured: a structure of composition C48H58GdN6O3Se, with ωB97M-V/def2-TZVPD.

Geometry as ORCA input:
```
! RIJCOSX wB97M-V def2-TZVPD def2/J DEFGRID3
* xyz 1 8
Gd 1.92659 -0.72515 0.88545
C 5.34134 -3.49976 -5.12859
C 4.86956 -3.13404 -3.73674
C 5.07476 -3.99155 -2.64387
C 4.54753 -3.67206 -1.38218
C 3.66232 -2.56214 -1.16268
N 2.98697 -2.42131 -0.01810
C 2.95226 -3.44279 0.97832
C 2.18661 -4.61030 0.67483
C 2.15997 -5.68214 1.55123
C 2.89669 -5.66209 2.75057
C 3.09579 -6.90841 3.60399
C 3.49694 -4.46725 3.15656
C 3.60311 -3.38190 2.22470
N 4.31928 -2.28282 2.68921
C 5.39034 -2.25140 3.50265
C 5.82715 -0.93531 3.60251
C 4.83969 -0.18605 2.88160
N 3.89054 -1.02382 2.41462
C 3.54284 -1.59445 -2.27963
C 4.14385 -1.93635 -3.52165
N 2.88202 -0.29373 -2.12577
C 1.63703 -0.32406 -2.78072
C 1.61553 2.13268 -1.96902
C 2.52899 1.67341 -1.08697
N 2.89175 0.36680 -0.92148
H 5.88501 -4.45893 -5.17668
H 5.95834 -2.63967 -5.54566
H 4.44247 -3.53671 -5.77203
H 5.58738 -4.98691 -2.67303
H 4.75983 -4.25747 -0.52147
H 1.77075 -4.65181 -0.33649
H 1.62214 -6.60732 1.24751
H 3.93494 -6.78056 4.28042
H 3.27668 -7.79574 2.95846
H 2.21512 -7.12263 4.25045
H 3.86065 -4.35051 4.20548
H 5.79923 -3.18784 3.96406
H 6.71144 -0.62262 4.10048
H 4.75387 0.86477 2.72916
H 4.23048 -1.19686 -4.27882
H 1.55637 -0.77467 -3.77579
H 1.05569 3.04760 -1.86582
H 3.07724 2.47091 -0.54615
C -5.16026 0.39634 -1.73935
C -4.66754 1.16171 -2.99792
C -5.00760 2.67019 -2.74823
C -5.53195 0.70586 -4.18954
C -3.11952 1.11593 -3.10302
C -2.31822 0.18788 -2.46135
C -0.91054 0.25242 -2.47238
Se 0.16147 -1.17666 -1.70088
C -0.79162 -0.49820 2.48476
C -2.15049 -0.68065 2.77956
C -2.88316 0.24628 3.48076
C -2.26435 1.51536 3.78142
C -0.92881 1.76805 3.44786
C -0.14517 0.72745 2.82291
O 1.10166 0.89683 2.44392
C -0.18988 3.03076 3.82490
C 1.00288 2.65932 4.75131
C 0.38962 3.71237 2.56198
C -1.06953 3.95260 4.67034
C -4.36376 -0.15363 3.92991
C -4.88631 -1.28976 2.96208
C -5.16310 1.11700 3.89220
C -4.27906 -0.68034 5.35562
C -0.33554 1.32563 -3.12549
O 1.13261 1.24301 -2.96644
C -1.05046 2.13564 -3.99343
C -2.46064 2.04918 -3.92813
C -0.48692 3.30923 -4.85342
C -0.94049 4.71617 -4.38010
C 1.05221 3.26432 -4.99810
C -1.19562 3.27620 -6.28436
H -6.13594 0.75338 -1.43016
H -4.40507 0.56838 -0.91676
H -5.19276 -0.69235 -1.91287
H -6.06736 2.72127 -2.49012
H -4.87228 3.31926 -3.65198
H -4.36346 3.16438 -1.92584
H -6.58390 0.79255 -3.96748
H -5.31443 -0.36027 -4.46090
H -5.41352 1.33941 -5.10806
H -2.73535 -0.61472 -1.85989
H -2.62925 -1.58986 2.43605
H -2.83272 2.30666 4.26557
H 1.64717 1.94100 4.26353
H 0.63581 2.17943 5.67721
H 1.63423 3.57849 4.97198
H 0.97235 2.96729 1.92875
H 1.07549 4.54995 2.79736
H -0.37066 4.14961 1.92746
H -1.37228 3.47043 5.61944
H -1.96437 4.29665 4.13946
H -0.44054 4.83531 4.92857
H -4.81956 -0.91974 1.93827
H -5.94328 -1.43047 3.23984
H -4.27955 -2.20988 3.11607
H -5.14450 1.52871 2.82928
H -4.76372 1.89215 4.55452
H -6.18823 0.95568 4.25196
H -3.82302 -1.70325 5.45279
H -5.25979 -0.75909 5.86313
H -3.64630 -0.00173 6.00649
H -3.00663 2.54633 -4.69436
H -0.58284 4.97959 -3.33264
H -2.05042 4.75962 -4.34102
H -0.60643 5.44568 -5.15879
H 1.58119 3.65331 -4.09390
H 1.34961 3.97895 -5.79167
H 1.47138 2.28853 -5.30846
H -2.25374 3.50727 -6.19968
H -1.09688 2.26163 -6.75197
H -0.73889 3.99897 -6.99540
O -0.67398 -2.57094 1.81299
N -0.14261 -1.43107 1.72087
*
```

Its HOMO-LUMO gap (spin up / spin down) is 5.92 / 5.82 eV. The expectation value of S² is 15.92. The highest occupied orbital energy (spin up / spin down) is -9.35 / -9.39 eV. The calculation puts the energy above the lowest of the compared OMol25 structures with the same formula, charge and spin at 179.4 kJ/mol.

=====

- Which formula does entry 2 have?
  C48H58GdN6O3Se